DFT (ωB97M-V/def2-TZVPD) results for a structure of composition C39H45N2O6PbTe in a non-equilibrium geometry.

## Properties
highest occupied orbital energy (spin up / spin down)	-7.234 / -7.234	eV
ΔE to the lowest compared entry with this formula, charge and spin	0.1991	eV
spin multiplicity	2
M	972.60	g/mol

Each line ends with the Löwdin charge.
Geometry (Å):
Pb 0.933 0.698 1.155  1.481
O -0.485 0.940 8.255  -0.029
C -0.514 0.057 7.362  -0.688
O -0.521 -1.198 7.369  -0.050
C -0.511 0.501 5.930  -0.087
C -1.167 -0.403 5.052  -0.001
C -1.102 -0.221 3.699  -0.150
N -0.374 0.765 3.142  -0.090
C 0.252 1.640 3.932  -0.196
C 0.142 1.583 5.366  0.096
C 1.137 2.708 3.332  -0.589
O 1.073 3.791 3.926  0.071
O 1.812 2.361 2.284  -0.181
H -1.750 -1.260 5.392  0.123
H -1.622 -0.937 3.020  0.116
H 0.598 2.374 5.934  0.128
C 2.168 3.244 -2.470  -0.014
C 1.014 2.449 -1.848  -0.703
O 1.072 2.426 -0.535  -0.335
N 0.010 2.049 -2.585  -0.227
Te -1.447 1.194 -1.538  1.751
C -1.827 -0.901 -2.366  -0.265
C -3.050 -1.481 -2.019  -0.307
C -4.230 -0.697 -1.492  -0.057
C -3.198 -2.829 -2.369  -0.014
C -2.241 -3.675 -2.949  -0.233
C -2.525 -5.131 -3.312  -0.037
C -1.020 -3.034 -3.171  -0.023
C -0.786 -1.674 -2.912  -0.266
C 0.632 -1.134 -3.301  -0.041
C -2.941 2.385 -2.634  -0.285
C -3.636 3.390 -1.881  -0.261
C -3.599 3.513 -0.347  -0.066
C -4.483 4.284 -2.593  -0.013
C -4.765 4.108 -3.934  -0.251
C -5.595 5.115 -4.701  -0.040
C -4.114 3.048 -4.594  -0.014
C -3.217 2.184 -3.991  -0.293
C -2.539 1.184 -4.906  -0.045
H 1.932 3.432 -3.528  0.075
H 3.014 2.524 -2.397  0.087
H 2.513 4.141 -1.890  0.103
H -3.976 -0.077 -0.624  0.060
H -5.055 -1.367 -1.232  0.086
H -4.563 0.052 -2.251  0.092
H -4.192 -3.238 -2.189  0.119
H -3.442 -5.182 -3.885  0.075
H -2.562 -5.830 -2.397  0.115
H -1.764 -5.527 -3.945  0.058
H -0.176 -3.568 -3.542  0.108
H 1.162 -1.695 -4.089  0.083
H 1.260 -1.208 -2.409  0.059
H 0.586 -0.038 -3.613  0.065
H -2.601 3.316 0.082  0.051
H -4.299 2.777 0.103  0.094
H -3.949 4.481 -0.038  0.069
H -5.028 5.015 -1.967  0.127
H -4.999 5.673 -5.417  0.083
H -6.064 5.774 -3.992  0.066
H -6.397 4.576 -5.275  0.099
H -4.314 2.880 -5.651  0.123
H -2.566 1.567 -5.928  0.082
H -3.118 0.248 -4.956  0.095
H -1.516 0.982 -4.692  0.043
C 6.052 -0.452 1.670  -0.078
C 5.544 -0.293 3.102  -0.347
C 5.066 1.163 3.341  -0.056
C 4.446 -1.369 3.332  -0.072
C 4.451 -2.198 4.430  -0.003
C 3.507 -3.233 4.465  -0.007
C 2.790 -3.579 3.306  -0.015
C 2.829 -2.780 2.181  -0.100
C 2.327 -3.347 0.836  -0.362
C 0.927 -2.952 0.505  -0.094
C 3.287 -2.942 -0.312  -0.044
C 3.402 -1.463 2.298  -0.254
O 3.055 -0.478 1.525  -0.172
H 6.962 0.219 1.483  0.114
H 5.301 -0.168 0.952  0.063
H 6.329 -1.470 1.576  0.065
H 6.458 -0.515 3.719  0.145
H 4.366 1.460 2.567  0.051
H 5.903 1.894 3.382  0.087
H 4.498 1.305 4.319  0.105
H 5.167 -2.111 5.210  0.115
H 3.342 -3.897 5.304  0.119
H 2.083 -4.420 3.386  0.134
H 2.332 -4.456 0.977  0.146
H 0.833 -1.909 0.165  0.000
H 0.164 -3.016 1.313  0.098
H 0.568 -3.616 -0.298  0.087
H 3.111 -1.859 -0.459  0.074
H 3.098 -3.536 -1.215  0.084
H 4.332 -3.110 -0.043  0.083